1.
C5H8N2O | wB97M-V/def2-TZVPD

Cartesian coordinates (Å):
C (-1.56926, -0.28606, 0.04075)
C (0.41725, 0.80366, 0.41346)
C (1.81926, 0.36194, -0.15558)
C (1.28957, -1.13948, 0.16356)
C (-0.08173, -0.55627, -0.12635)
H (-2.71400, -1.84806, -0.18041)
H (-2.50340, 1.70092, -0.07128)
H (0.35819, 0.91801, 1.53042)
H (1.60280, 0.75893, -1.26065)
H (2.98202, 0.83313, 0.09435)
H (1.34907, -1.41580, 1.21255)
H (1.90338, -1.75332, -0.45259)
H (-0.03414, -0.43790, -1.16851)
N (-2.74251, -0.85054, -0.06065)
N (-1.62097, 1.13454, 0.26722)
O (-0.45554, 1.77630, -0.24630)

Calculated values
SMILES string	[H]/N=C1/NO[C@@H]2CC[C@@H]12
molar mass	112.13	g/mol
LUMO energy	0.89	eV
charge	0

2.
C5H8N2O | wB97M-V/def2-TZVPD

Cartesian coordinates (Å):
C (2.44256, -1.01074, 0.37375)
C (0.98825, -0.26800, 0.36535)
C (-1.23312, -1.00213, -0.65496)
C (1.05128, 1.06171, -0.22730)
C (0.97376, 2.24489, -0.46476)
H (3.00071, -0.34716, 1.24706)
H (2.89517, -1.46857, -0.74713)
H (2.05450, -1.90957, 0.99356)
H (0.58225, -0.30256, 1.34998)
H (-1.62918, -1.58326, -1.38495)
H (-2.99181, -1.05695, 0.21033)
H (-0.44501, 0.82990, 1.40558)
H (0.65058, 3.23656, -0.82381)
N (0.11189, -1.06848, -0.69689)
N (-2.00086, -0.54757, 0.32987)
O (-2.02885, 0.96995, 0.49576)

Calculated values
molar mass	112.13	g/mol
LUMO energy	-1.64	eV
charge	0

3.
C5H8N2O | wB97M-V/def2-TZVPD

Cartesian coordinates (Å):
C (-0.76679, -1.07376, 1.03156)
C (-0.46799, -0.40963, -0.38814)
C (-1.58680, 0.72071, -0.48192)
C (-0.11719, 1.00541, -0.26848)
C (1.71311, -0.77011, -0.24644)
H (-1.20730, -2.12761, 0.49917)
H (-1.66564, -0.65721, 1.76909)
H (0.22474, -1.28173, 1.43238)
H (-2.44933, 0.78546, 0.08902)
H (-1.37393, 1.30849, -1.59250)
H (0.05657, 1.26895, -1.37484)
H (1.55240, 2.25018, 0.34503)
H (2.52569, -1.55210, -0.54820)
N (1.04144, 1.30842, 0.49393)
N (1.97385, 0.40144, 0.23043)
O (0.54716, -1.17690, -0.99008)

Calculated values
SMILES string	C[C@@]12C[C@H]1NN=CO2
molar mass	112.13	g/mol
LUMO energy	0.75	eV
charge	0

4.
C5H8N2O | wB97M-V/def2-TZVPD

Cartesian coordinates (Å):
C (2.68509, -0.14608, 0.54972)
C (-0.43537, -0.58491, -0.24836)
C (-2.47893, -0.41931, 0.19702)
C (-2.00850, 0.91171, -0.01405)
C (-0.73247, 0.83629, -0.29087)
H (3.45992, 0.79160, 0.25898)
H (3.25639, -1.16421, 0.47410)
H (2.05121, 0.05042, 1.49571)
H (2.05940, 0.16783, -1.47948)
H (-2.67704, -0.75354, 1.27558)
H (-3.42459, -0.57591, -0.27807)
H (-2.90585, 1.69636, -0.16475)
H (0.31205, 1.45464, -0.42203)
N (1.56904, 0.18379, -0.63805)
N (0.74040, -1.07599, -0.49505)
O (-1.47076, -1.37271, -0.22040)

Calculated values
SMILES string	CN/N=C1\C=CCO1
molar mass	112.13	g/mol
LUMO energy	0.80	eV
charge	0

5.
C5H8N2O | wB97M-V/def2-TZVPD

Cartesian coordinates (Å):
C (1.71500, 1.24102, -0.69030)
C (0.46404, -1.66357, 0.43637)
C (-0.73323, -0.98536, 0.87557)
C (-1.37694, -0.27940, -0.21814)
C (-0.33718, 0.45923, 0.61170)
H (2.74804, 1.07159, -0.63783)
H (1.52506, 2.31131, -0.56020)
H (1.44174, 1.01560, -1.77557)
H (0.76638, -2.70352, 0.48911)
H (-1.29543, -1.26577, 1.75335)
H (-1.16458, -0.65678, -1.25443)
H (-2.93189, 0.62575, -0.76652)
H (-0.65826, 1.22510, 1.34309)
N (1.04450, 0.37963, 0.18987)
N (1.47521, -0.90174, 0.15255)
O (-2.68245, 0.12690, 0.05138)

Calculated values
SMILES string	CN1N=C[C@@H]2[C@@H](O)[C@@H]21
molar mass	112.13	g/mol
LUMO energy	0.78	eV
charge	0

6.
C5H8N2O | wB97M-V/def2-TZVPD

Cartesian coordinates (Å):
C (-2.29540, -0.66062, 0.36924)
C (-0.57816, 0.55843, -0.47017)
C (0.28629, 1.63801, -0.09078)
C (1.65804, 1.15549, 0.06922)
C (1.53262, -0.35319, -0.18572)
H (-3.46552, -0.51352, 0.40774)
H (-1.84077, -1.66638, 0.18966)
H (-1.92486, -0.13735, 1.26859)
H (-0.00625, 2.78903, 0.05515)
H (1.82353, 0.93739, 1.10838)
H (2.46805, 1.57320, -0.54847)
H (1.98189, -2.01293, -0.42834)
H (-0.46411, -1.74981, -0.59659)
N (2.47661, -1.18294, -0.07073)
N (0.21541, -0.64190, -0.42866)
O (-1.86739, 0.26707, -0.64853)

Calculated values
molar mass	112.13	g/mol
LUMO energy	0.31	eV
charge	0

7.
C5H8N2O | wB97M-V/def2-TZVPD

Cartesian coordinates (Å):
C (0.40602, 1.90556, -1.70371)
C (-0.60021, 0.98869, 0.31314)
C (-0.25996, -0.47335, 0.68286)
C (-0.90412, -1.52977, 1.50509)
C (0.57842, -1.10419, -0.38251)
H (-0.25314, 2.74350, -1.81220)
H (1.52617, 2.00554, -1.16381)
H (0.76304, 1.92375, -2.78267)
H (-0.03883, 1.75870, 0.74279)
H (-1.66330, 1.47452, 0.58819)
H (-0.47944, -2.57283, 1.28586)
H (-1.75315, -1.41261, 2.02351)
H (0.64351, -2.12362, -0.52084)
N (-0.14055, 0.81665, -1.16259)
N (0.67535, -0.26690, -1.25468)
O (0.27383, -0.79586, 2.00886)

Calculated values
SMILES string	CN1C[C@]2(C=N1)CO2
molar mass	112.13	g/mol
LUMO energy	0.92	eV
charge	0

8.
C5H8N2O | wB97M-V/def2-TZVPD

Cartesian coordinates (Å):
C (-1.75349, 1.84525, -0.60099)
C (-1.51777, 0.72517, -1.23135)
C (-0.25766, -0.98824, -0.04186)
C (1.52857, -0.12099, 1.44234)
C (2.07242, -0.82247, 0.24319)
H (-2.00176, 1.81159, 0.49431)
H (-1.87037, 2.83224, -1.15693)
H (-1.37262, 0.67886, -2.27009)
H (-2.12360, -1.19564, -0.77859)
H (0.87803, -0.85398, 2.15112)
H (1.93841, 0.89339, 1.77613)
H (3.07173, -0.35952, -0.10689)
H (2.02272, -1.87416, 0.04568)
N (-1.43261, -0.46798, -0.55446)
N (0.90743, -0.01491, 0.05865)
O (-0.08942, -2.08861, 0.52975)

Calculated values
SMILES string	C=CNC(=O)N1CC1
molar mass	112.13	g/mol
LUMO energy	0.97	eV
charge	0

9.
C5H8N2O | wB97M-V/def2-TZVPD

Cartesian coordinates (Å):
C (0.38469, -1.87816, 0.68315)
C (-0.58786, 1.83189, 0.31099)
C (0.59952, -0.38941, 0.62619)
C (-0.32412, 0.44414, -0.18800)
N (-1.33702, -0.18265, -0.88585)
O (1.57343, 0.22307, 1.26872)
C (1.44425, 0.32731, -0.76464)
N (2.20651, 0.39425, -1.63930)
H (-1.10754, -1.04311, -1.36328)
H (-1.92431, 0.42923, -1.43705)
H (-0.57862, -2.07805, 1.15484)
H (1.21269, -2.32720, 1.22586)
H (0.35789, -2.34098, -0.30483)
H (-0.09529, 2.03822, 1.26180)
H (-0.16846, 2.54955, -0.39660)
H (-1.65576, 2.00192, 0.44800)

Calculated values
molar mass	112.13	g/mol
LUMO energy (spin up / spin down)	0.49 / 0.49	eV
charge	0

10.
C5H8N2O | wB97M-V/def2-TZVPD

Cartesian coordinates (Å):
C (1.59541, -0.01400, 0.50152)
C (0.15552, -0.33004, 0.17279)
C (-1.61474, -1.64832, -0.08811)
C (-2.01470, -0.38517, -0.28129)
C (-0.94000, 0.48946, -0.02857)
H (3.25637, -0.67906, -0.37631)
H (2.43791, 0.32798, -1.38705)
H (1.99728, -0.61465, 1.35212)
H (1.63061, 1.07631, 0.69604)
H (-2.02617, -2.57482, -0.15079)
H (-3.06329, -0.08418, -0.49704)
H (-0.71312, 2.17925, 0.87818)
H (-1.83421, 2.30383, -0.33031)
N (2.35208, -0.32919, -0.62100)
N (-0.96492, 1.86729, -0.05981)
O (-0.25405, -1.58469, 0.21963)

Calculated values
SMILES string	NCc1occc1N
molar mass	112.13	g/mol
LUMO energy	1.05	eV
charge	0

11.
C5H8N2O | wB97M-V/def2-TZVPD

Cartesian coordinates (Å):
C (2.73386, 0.45610, -0.41534)
C (-1.47807, -0.25945, 0.42390)
C (1.37318, -0.03525, -0.14358)
N (-2.38865, -0.41754, -0.58255)
C (-0.28189, 0.90280, -0.07733)
C (0.72553, -1.06033, 0.14458)
N (-1.58693, -0.62986, 1.63676)
O (-0.59907, 1.55496, -1.07813)
H (-2.35750, 0.30472, -1.29358)
H (-3.32495, -0.71807, -0.35439)
H (-2.42032, -1.19295, 1.81863)
H (-0.04819, 1.33323, 0.90155)
H (0.31352, -1.97826, 0.49153)
H (2.76382, 0.95875, -1.38321)
H (3.47414, -0.34320, -0.45480)
H (3.10152, 1.12435, 0.36595)

Calculated values
molar mass	112.13	g/mol
LUMO energy	0.06	eV
charge	0

12.
C5H8N2O2 | wB97M-V/def2-TZVPD

Cartesian coordinates (Å):
C (-0.39857, 1.81216, 1.59449)
C (-1.00919, 0.83950, 0.48192)
C (-1.72576, -0.47030, 0.70585)
C (1.61433, -1.06995, -0.43114)
C (1.89756, -1.08167, -1.96417)
H (-1.40672, 2.73735, 1.39690)
H (0.78388, 2.05580, 1.43394)
H (-0.52662, 1.17390, 2.84976)
H (-1.49798, 1.32701, -0.44695)
H (-2.63708, -0.68759, 0.00171)
H (-1.33353, -1.17013, 1.50132)
H (2.66969, -1.48358, -0.04210)
H (-0.00105, -0.48015, -2.04360)
N (-0.47599, -0.39386, -0.30605)
N (0.60243, -0.86031, 0.43534)
O (0.56898, -1.03788, -2.49729)
O (2.87562, -1.21031, -2.66994)

Calculated values
molar mass	128.13	g/mol
LUMO energy	-0.33	eV
charge	0